Formula: C43H43N10O3RbS
Source: OMol25
Level of theory: ωB97M-V/def2-TZVPD

Calculated values
LUMO level: -0.68 eV
electronic energy: -2860.04535 Ha
Kohn-Sham gap: 7.5 eV
ΔE to the lowest compared entry with this formula, charge and spin: 0.091 eV
molecular weight: 865.42 g/mol

XYZ file:
```
101
C43H43N10O3RbS ωB97M-V/def2-TZVPD
Rb 0.497 -0.231 -0.609
C -0.569 -3.792 1.338
C -1.641 -2.807 1.811
N -2.219 -2.045 0.729
C -3.269 -2.667 -0.049
C -2.802 -3.701 -1.081
S -1.405 -3.200 -2.135
C -0.097 -4.341 -1.605
C 0.962 -3.820 -0.633
N 0.448 -3.120 0.538
H -1.029 -4.584 0.751
H -0.139 -4.286 2.219
H -1.170 -2.103 2.505
H -2.394 -3.367 2.390
H -2.500 -1.119 1.010
H -3.785 -1.867 -0.579
H -4.014 -3.172 0.589
H -3.642 -3.909 -1.746
H -2.545 -4.650 -0.611
H 0.428 -4.634 -2.515
H -0.578 -5.245 -1.230
H 1.604 -3.119 -1.174
H 1.591 -4.687 -0.368
H 1.226 -2.876 1.134
C -0.383 4.615 -0.537
C 0.279 3.442 -0.893
N 0.902 2.698 0.010
C 0.864 3.113 1.278
C 0.185 4.276 1.621
N -0.429 5.035 0.719
C 1.585 2.285 2.287
C 2.000 2.843 3.493
C 2.671 2.064 4.422
C 2.925 0.742 4.081
C 2.503 0.269 2.847
N 1.828 1.011 1.970
C 2.861 -1.119 2.445
C 2.737 -2.183 3.337
N 3.129 -3.417 3.033
C 3.648 -3.589 1.822
C 3.739 -2.541 0.912
N 3.344 -1.314 1.221
C 3.124 2.626 5.716
C 3.600 3.928 5.816
C 4.012 4.402 7.052
N 3.977 3.682 8.170
C 3.518 2.438 8.070
C 3.088 1.869 6.881
H -0.896 5.202 -1.287
H 0.278 3.105 -1.925
H 0.116 4.605 2.652
H 1.800 3.884 3.701
H 3.498 0.098 4.736
H 2.298 -2.034 4.318
H 3.990 -4.582 1.559
H 4.136 -2.700 -0.085
H 3.680 4.569 4.948
H 4.393 5.413 7.143
H 3.488 1.861 8.987
H 2.709 0.856 6.883
O -2.500 0.012 -1.447
C -2.630 1.066 -2.404
C -1.255 1.210 -3.149
O -0.948 2.306 -3.622
O -0.600 0.129 -3.183
C -3.716 0.679 -3.409
C -4.961 0.296 -2.913
C -5.975 -0.093 -3.772
C -5.758 -0.100 -5.145
C -4.525 0.286 -5.645
C -3.506 0.675 -4.781
C -3.026 2.321 -1.656
C -3.368 3.472 -2.363
C -3.760 4.618 -1.693
C -3.820 4.636 -0.303
C -3.482 3.496 0.405
C -3.086 2.345 -0.267
H -2.046 -0.697 -1.939
H -5.126 0.308 -1.842
H -6.938 -0.387 -3.373
H -6.548 -0.402 -5.820
H -4.348 0.284 -6.713
H -2.548 0.980 -5.183
H -3.319 3.460 -3.444
H -4.025 5.504 -2.257
H -4.126 5.534 0.219
H -3.524 3.497 1.488
H -2.834 1.452 0.289
N 1.141 -1.993 -3.888
C 2.455 -1.909 -3.534
C 3.440 -2.677 -4.184
C 4.747 -2.574 -3.772
C 5.073 -1.711 -2.723
C 4.038 -1.010 -2.138
N 2.758 -1.105 -2.507
H 0.946 -2.424 -4.777
H 0.540 -1.192 -3.673
H 3.165 -3.327 -5.006
H 5.517 -3.151 -4.267
H 6.091 -1.589 -2.383
H 4.230 -0.335 -1.310
```